No. 1
This record from OMol25 describes a structure of composition C34H32I2IrN4O10P2. The level of theory is wB97M-V/def2-TZVPD.

Values from the calculation:
highest occupied orbital energy (alpha / beta): -7.97 / -8.12 eV
orbital gap (alpha / beta): 7.17 / 5.77 eV
expectation value of S²: 0.756
multiplicity: 2
LUMO energy (alpha / beta): -0.8 / -2.3 eV
energy above the lowest of the compared OMol25 structures with the same formula, charge and spin: 0.0 kcal per mole
max |F|: 0.38 eV/A

Last column: Löwdin charge in e.
Atoms and positions in Å:
Ir -0.2492 -0.0088 0.2018  1.630
C -3.1321 3.3131 1.6939  -0.009
C 1.5269 -1.6781 -1.1908  -0.418
H 3.8634 2.8990 -2.8262  0.112
H -2.7350 0.6592 -2.5090  0.052
N -2.0073 -0.7711 -0.4424  -0.034
H -1.6085 2.0897 4.0801  0.063
H 1.5535 0.3015 -5.3751  0.070
C 1.6847 -0.7181 -3.4760  -0.195
H -2.3812 -3.5875 0.8179  0.094
C -1.1758 0.0653 4.7030  -0.584
O -3.0722 -0.3607 2.7066  -0.237
O -1.5509 -0.7484 5.8063  -0.040
O 0.9717 0.5530 6.2090  -0.090
C 3.7196 2.2571 -1.9646  -0.048
H 2.8654 0.5162 2.3623  0.069
H 4.2435 -0.4935 1.8700  0.087
C 1.1651 -0.7162 -2.1709  -0.123
O -0.5360 -0.5826 2.1342  -0.427
H -1.2388 -1.6473 5.6413  0.087
C -1.4657 -4.0135 -2.1172  -0.041
C -1.7528 3.5227 1.7422  0.027
C -0.9319 2.5650 1.1892  -0.154
P -1.7097 -0.7469 3.1200  0.425
O 1.3028 -1.0445 4.3606  -0.110
N -1.4814 1.4966 0.6076  -0.020
H 2.6003 -0.9771 1.4588  0.050
H 1.6401 3.6869 -2.6621  0.083
C -3.0848 -0.1707 -3.1203  -0.036
H -1.3093 4.3948 2.2018  0.133
H 3.7244 -3.4087 -3.0967  0.082
H -0.1598 1.9109 -4.5920  0.121
N 1.1002 1.4565 0.5310  -0.026
H -3.7966 4.0440 2.1354  0.118
C 2.3611 1.5247 -0.1272  -0.188
C 3.2647 -0.1188 1.5715  -0.026
I 2.9903 -4.0796 -0.1699  0.955
C 2.9987 -2.6461 -2.8491  -0.207
C -1.6149 -3.0762 -1.1020  -0.201
C -3.1348 -0.0681 -0.0932  -0.472
C -1.7733 -3.6998 -3.4309  -0.073
C 3.3788 0.6549 0.2897  -0.193
C -0.2019 1.1096 -2.6021  -0.124
O 1.0320 1.4797 3.7948  -0.246
H 0.5489 3.2295 -1.3499  0.055
H -2.9009 0.0672 -4.1684  0.083
C 0.2439 1.1579 -3.9305  -0.018
C 4.5343 0.5666 -0.4789  -0.038
C -2.4425 -1.4787 -2.7511  -0.199
H -4.1627 -0.2322 -2.9609  0.093
H -0.9224 1.8183 -2.2207  0.117
H -4.7205 1.9557 1.0985  0.135
O 1.1986 3.5997 1.3963  0.115
C 2.5516 2.3845 -1.2215  -0.199
C 2.4434 -2.6406 -1.5582  -0.639
C -1.8911 1.3996 4.8718  -0.058
O -4.2802 -0.3624 -0.3536  0.107
H -1.1110 -5.0057 -1.8647  0.112
P 0.6261 0.3672 4.6680  0.455
C -1.4084 -3.4832 0.3297  -0.033
H -1.6388 -4.4367 -4.2123  0.103
H -0.8317 -2.7646 0.9023  0.032
C 1.5817 3.4722 -1.5946  -0.035
O -1.6298 -2.3067 3.5276  -0.124
H -2.9666 1.2332 4.8391  0.089
H 1.2805 -1.2325 3.4091  0.063
H -2.5622 -2.2111 -4.7549  0.110
I 3.5250 -1.7961 -5.6757  0.928
N 0.2547 0.2177 -1.7570  -0.019
H -1.6151 1.8339 5.8331  0.094
C 2.6405 -1.7154 -3.7890  -0.665
C -2.0531 -1.7874 -1.4399  -0.186
C 1.1868 0.2674 -4.3579  -0.009
O 0.9745 -1.5909 -0.0051  -0.264
C -3.6618 2.1693 1.1147  0.035
C 4.6956 1.3380 -1.6168  -0.069
H -2.5173 -2.6874 3.5286  0.095
C 0.5801 2.6050 1.1021  -0.467
H 1.7948 1.0424 6.3311  0.097
H 5.5930 1.2460 -2.2153  0.105
C -2.2802 -2.4483 -3.7356  -0.048
C -2.7837 1.2459 0.5783  -0.177
H 5.3181 -0.1137 -0.1673  0.114
H -0.8978 -4.4445 0.3818  0.081
H 1.8223 4.3826 -1.0430  0.095

Cartesian forces (eV/Å) of the 3 atoms listed first:
Ir 0.1 -0.2 -0.3
C 0.0 0.0 0.0
C 0.0 0.0 0.0



No. 2
This record from OMol25 describes an isolated molecule of C34H32N2O2 in a non-equilibrium geometry. The level of theory is wB97M-V/def2-TZVPD.

Values from the calculation:
highest occupied orbital energy: -7.38 eV
orbital gap: 7.52 eV
multiplicity: 1
LUMO energy: 0.1 eV
SMILES: CCOC(=O)[C@H](N=C(c1ccccc1)c1ccccc1)[C@H](c1ccccc1)c1c(C)n(C)c2ccccc12
energy above the lowest of the compared OMol25 structures with the same formula, charge and spin: 0.0 kcal per mole
max |F|: 2.37 eV/A

Last column: natural (NBO) charge in e.
Atoms and positions in Å:
H 1.8584 1.7224 0.9331  0.215
H 1.1269 -4.0314 0.4065  0.248
C -2.9821 -2.6547 0.7205  -0.205
H -0.6018 2.5055 4.9692  0.213
C -4.7122 1.2479 -4.4815  -0.223
C -0.6791 1.7466 -2.7460  -0.144
H 6.0683 1.7454 2.1340  0.217
H -6.7159 0.6363 -4.1001  0.214
C 1.2224 3.7191 -3.4472  -0.202
H -2.1532 3.3381 -3.1349  0.221
H -1.4154 0.5332 3.5888  0.189
H 0.7533 1.8317 4.1205  0.220
H -2.5785 1.7209 -4.6533  0.225
H -4.0136 -3.1097 2.5549  0.215
C -1.0975 3.0316 -3.1770  -0.138
N 3.8281 -2.2513 1.3017  -0.351
C -3.3702 1.2837 -4.0152  -0.184
C -0.1547 3.9899 -3.5490  -0.236
H 4.5498 -3.9630 2.2662  0.207
C 1.6298 2.4838 -2.9181  -0.203
H 0.2486 -2.2545 2.7949  0.213
H -2.0216 2.0346 2.8205  0.204
H -0.0558 3.2722 3.5014  0.209
H -3.8773 -2.6880 0.0849  0.210
H 0.9964 0.5837 -2.1123  0.218
H -3.9054 0.1165 -0.8642  0.245
C 5.1569 1.2225 1.7969  -0.238
C -3.0627 0.8077 -2.7126  -0.126
C -1.1348 1.4885 3.1366  -0.076
C -0.6541 -2.0843 0.8658  -0.048
H 2.7573 -4.4600 -0.0499  0.223
C 0.6838 1.5022 -2.6066  -0.178
O -0.3563 1.1506 1.9865  -0.517
O -2.3277 0.6401 1.0941  -0.598
C 4.8988 -3.2441 1.5155  -0.401
H 2.3228 -4.5006 1.6682  0.225
H -0.4524 4.9891 -3.9193  0.217
H -1.9063 -2.8478 3.9189  0.209
C 2.7454 1.1599 1.1940  -0.232
C 2.7192 -0.2279 1.1289  -0.016
N -1.2797 0.0295 -1.1932  -0.450
H 1.9647 4.4797 -3.6799  0.218
H 0.5074 -1.6984 -0.8921  0.229
C -0.2468 0.1475 -0.1579  -0.166
H 2.6707 2.2407 -2.7084  0.221
C 2.1602 -3.9427 0.7245  -0.667
C -1.7982 -2.2830 0.0876  -0.190
C -5.4129 0.1983 -2.4418  -0.234
C -1.6507 0.8175 -2.1601  0.309
C 1.7924 -1.2800 0.7938  -0.144
C 3.9291 1.8736 1.5189  -0.226
H -4.9269 1.6808 -5.4628  0.215
C 0.4075 -1.2202 0.1568  -0.249
H -1.7288 -2.0140 -0.9717  0.246
H -6.1912 -0.2447 -1.8753  0.213
C -1.8802 -2.7337 2.8504  -0.232
C -0.6559 -2.3877 2.2263  -0.183
H 5.1291 -3.8012 0.6001  0.207
C 2.5429 -2.5169 0.9138  0.228
C -0.2105 2.3058 3.9820  -0.627
C -1.1152 0.6642 1.0003  0.813
C 5.1851 -0.1778 1.7071  -0.243
H 6.0571 -0.7907 1.9846  0.203
C -3.0385 -2.8624 2.1012  -0.220
C -4.1151 0.3275 -1.9172  -0.108
H 0.5465 0.9363 -0.3052  0.230
H 5.7908 -2.7181 1.8593  0.219
H 3.9573 2.9749 1.5147  0.212
C -5.7131 0.6729 -3.7028  -0.200
C 3.9851 -0.8638 1.4319  0.135

Cartesian forces (eV/Å) of the 3 atoms listed first:
H 0.1 0.1 0.2
H -0.2 0.0 0.2
C -0.1 0.1 -0.8